[1]
Here is a single C6H9N molecule from the Open Molecules 2025 dataset. Energies are from ωB97M-V with the def2-TZVPD basis set.

```
16
Properties=species:S:1:pos:R:3:nbo_charge:R:1
H 3.014 0.422 0.092 0.210
C -1.415 1.599 -0.284 -0.646
C -0.759 -1.843 0.456 -0.622
H 1.770 -1.923 -0.546 0.215
C 1.981 0.235 -0.149 -0.080
H 1.179 2.161 0.213 0.406
H -0.037 -2.112 1.242 0.212
H -2.195 1.197 -0.937 0.232
C -0.245 0.652 -0.153 0.134
C 1.343 -0.939 -0.396 -0.287
H -1.076 2.524 -0.773 0.217
H -1.884 1.892 0.662 0.215
H -0.952 -2.757 -0.111 0.211
N 1.015 1.202 -0.038 -0.516
C -0.058 -0.720 -0.271 -0.113
H -1.654 -1.511 0.980 0.213
```

Its HOMO energy is -7.7 eV. As for the spin multiplicity: 1. As for the energy above the lowest of the compared OMol25 structures with the same formula, charge and spin: 1.0773 eV.


[2]
Here is a gas-phase ion, C2H8NS2 (charge +1) at a distorted geometry from the Open Molecules 2025 dataset. Energies are from ωB97M-V with the def2-TZVPD basis set.

```
13
Properties=species:S:1:pos:R:3:nbo_charge:R:1
C 0.937 -0.579 0.259 -0.561
H 0.040 -2.431 1.902 0.429
H -1.267 -3.114 1.116 0.456
H 0.263 -3.286 0.742 0.425
H -1.072 -0.776 0.674 0.248
C -0.373 -1.402 0.125 -0.252
H -0.256 2.231 0.914 0.165
H -0.649 -1.614 -0.879 0.253
H 1.868 -0.996 0.005 0.242
H 1.059 -0.294 1.279 0.213
N -0.330 -2.582 1.037 -0.644
S -0.946 1.599 -0.140 -0.130
S 0.879 0.915 -0.817 0.157
```

Its HOMO energy is -13.0 eV. As for the spin multiplicity: 1. As for the net charge: +1. As for the energy above the lowest of the compared OMol25 structures with the same formula, charge and spin: 0.8105 eV.


[3]
Here is a molecular structure, C46H52Cl2N8O2SbSi3Ta at a distorted geometry from the Open Molecules 2025 dataset. Energies are from ωB97M-V with the def2-TZVPD basis set.

```
115
Properties=species:S:1:pos:R:3:lowdin_charge:R:1
H 12.199 -13.401 13.231 0.134
C 8.299 -6.156 10.912 0.034
C 10.460 -5.704 14.843 -0.249
C 16.122 -3.725 13.587 -0.272
Si 13.752 -3.989 16.125 0.429
H 17.614 -9.061 11.537 0.108
C 13.743 -10.465 12.630 -0.125
H 14.745 -2.581 17.752 0.041
H 11.981 -5.313 17.379 0.073
N 11.438 -5.542 13.876 -0.060
H 7.655 -7.434 12.504 0.128
C 14.291 -6.787 17.601 -0.047
C 15.937 -8.820 10.169 -0.022
C 8.749 -5.020 16.304 -0.624
H 14.253 -10.161 17.991 0.103
C 17.437 -8.275 16.399 -0.235
H 12.356 -2.222 15.512 0.043
H 11.031 -2.972 10.799 0.136
H 20.441 -8.135 12.395 -0.019
H 14.397 -8.001 19.350 0.135
C 12.516 -12.347 13.304 0.030
C 14.741 -8.210 10.052 -0.046
H 20.104 -4.611 12.620 0.038
C 14.335 -7.976 18.262 0.015
C 9.559 -4.750 15.263 -0.062
H 15.980 -2.625 16.728 0.038
C 16.609 -8.659 11.375 -0.066
H 16.562 -2.912 14.192 0.016
C 14.192 -6.844 16.234 -0.504
C 10.612 -6.392 10.370 -0.127
H 20.072 -9.403 15.445 0.046
C 8.762 -6.316 16.989 -0.695
C 15.224 -3.319 17.109 -0.196
H 15.133 -3.826 9.813 0.144
C 14.220 -9.218 17.549 0.024
H 17.915 -7.367 16.711 -0.009
H 9.584 -8.210 16.949 0.108
N 11.499 -7.889 14.849 -0.051
H 13.919 -9.964 15.535 0.111
H 14.392 -10.047 11.871 0.088
H 19.502 -8.409 10.882 0.062
H 9.555 -3.748 14.839 0.130
N 12.987 -9.585 13.284 0.075
H 20.260 -7.897 14.517 0.014
N 10.848 -7.266 11.369 0.060
H 10.976 -11.702 14.838 0.130
H 20.517 -6.967 11.058 0.074
H 13.126 -2.621 9.178 0.138
H 20.090 -9.534 13.671 0.043
H 16.429 -9.264 9.325 0.133
C 11.002 -4.714 12.891 -0.458
Cl 7.714 -6.610 18.276 0.760
H 9.968 -8.415 12.805 0.107
C 10.517 -6.979 15.448 -0.150
H 14.242 -12.271 11.882 0.123
N 14.052 -7.966 15.546 -0.059
C 14.230 -4.876 11.382 -0.163
H 11.445 -6.258 9.659 0.141
H 13.101 -7.437 11.104 0.072
H 20.058 -5.475 14.172 0.043
C 13.544 -11.825 12.564 -0.025
C 13.026 -3.310 10.009 0.008
C 16.072 -7.890 12.410 -0.376
C 14.137 -5.701 15.229 -0.539
C 17.006 -7.224 13.401 -0.512
H 14.154 -8.159 9.139 0.134
H 15.190 -5.240 11.532 0.045
C 11.161 -9.193 14.908 -0.481
Sb 16.413 -5.572 14.857 1.521
C 11.756 -11.434 14.141 0.052
C 9.398 -5.840 10.112 -0.219
C 14.129 -7.790 11.209 -0.209
C 12.590 -4.350 17.479 -0.167
C 11.961 -3.506 10.853 0.044
H 13.840 -2.024 14.572 0.061
H 18.779 -4.394 13.784 -0.017
H 11.798 -3.590 17.376 0.057
H 15.020 -3.558 13.573 -0.032
H 14.390 -5.884 18.169 0.097
H 17.057 -10.866 15.347 0.058
C 19.793 -8.873 14.517 -0.167
C 14.068 -9.106 16.176 -0.135
H 15.991 -10.326 14.262 -0.048
C 8.486 -7.123 11.883 -0.002
N 14.709 -7.607 12.409 -0.045
C 9.607 -7.238 16.494 -0.053
C 9.271 -5.109 8.895 -0.169
H 18.320 -4.656 10.487 0.067
H 17.273 -11.093 13.552 0.053
Cl 7.631 -3.840 16.922 0.702
N 13.184 -5.194 12.146 0.036
Ta 13.042 -6.906 13.854 1.955
O 10.217 -9.656 15.511 0.103
Si 18.521 -6.556 12.277 0.526
Si 17.836 -8.711 14.586 0.570
C 19.431 -5.142 13.301 -0.189
H 12.577 -3.169 14.065 0.003
C 13.082 -2.758 14.920 -0.148
C 17.802 -5.632 10.707 -0.138
H 12.977 -4.242 18.443 0.026
H 15.618 -4.051 17.883 0.059
C 9.747 -7.692 12.000 -0.108
C 12.100 -4.486 11.850 -0.209
H 17.849 -9.121 17.104 0.094
C 14.151 -4.032 10.309 -0.023
C 12.068 -10.111 14.097 -0.253
H 16.354 -8.169 16.686 -0.007
H 16.778 -5.338 10.757 -0.029
H 16.530 -3.781 12.546 0.015
C 19.868 -7.664 11.646 -0.175
C 17.009 -10.388 14.349 -0.159
N 9.100 -4.518 7.928 0.199
H 18.188 -6.236 9.923 0.015
H 7.364 -5.683 10.689 0.137
O 9.895 -4.212 12.769 0.109
```

Its HOMO energy is -12.6 eV. As for the spin multiplicity: 1. As for the net charge: +2. As for the energy above the lowest of the compared OMol25 structures with the same formula, charge and spin: 1.8772 eV.


[4]
Here is a molecular structure, C30H41CdN8O4S from the Open Molecules 2025 dataset. Energies are from ωB97M-V with the def2-TZVPD basis set.

```
85
Properties=species:S:1:pos:R:3:lowdin_charge:R:1
H -6.450 -0.483 -1.102 0.115
H -2.258 -0.325 -3.559 0.098
O 2.940 -1.500 0.976 -0.048
Cd -0.363 0.480 -0.331 1.410
C -0.206 -0.292 -4.215 -0.106
H -0.538 4.133 0.806 0.104
H 0.198 -4.056 -0.551 0.120
H -8.910 -2.263 2.600 0.082
H 2.145 2.589 3.314 0.121
O 0.887 -0.697 1.244 -0.087
C 3.190 2.312 3.485 -0.167
H -5.448 -1.712 3.573 0.115
H 1.982 -2.002 -1.389 0.133
H 2.962 0.422 2.387 0.101
N -0.027 -1.678 -1.051 -0.001
C 1.211 -3.730 -0.309 -0.121
H -8.567 -0.758 3.444 0.088
H 5.102 3.284 3.673 0.117
C 3.609 1.298 2.431 -0.130
H 5.620 -2.611 -3.286 0.123
H -0.795 -2.057 -0.494 0.063
C 4.047 4.171 2.017 -0.174
C 1.263 -2.206 -0.589 -0.284
H -4.877 1.934 0.262 0.108
H -0.250 -1.269 -4.680 0.105
S -3.617 -0.475 -0.772 0.566
H -0.066 3.229 -2.633 0.103
C -2.727 1.758 0.274 -0.441
H 2.154 -4.287 -2.172 0.116
H 4.350 -0.870 -0.479 0.101
O -4.190 0.231 -1.890 -0.304
H -7.769 -2.245 3.950 0.078
H 1.798 -5.632 -1.109 0.120
N 4.834 -1.280 -1.274 0.211
H -0.240 -1.954 -2.004 0.084
H 4.315 3.528 -0.050 0.127
C -1.281 1.505 -3.032 -0.130
C 2.602 1.719 0.307 -0.266
H -3.608 -1.187 2.009 0.114
C 4.699 -2.597 -1.462 -0.451
H 5.476 2.834 1.090 0.129
H 4.729 5.020 1.955 0.117
C -2.668 4.440 0.854 -0.070
H 1.342 -3.930 0.759 0.131
H 4.237 -5.285 -1.203 0.114
H 3.613 -5.060 0.409 0.133
C -1.332 0.234 -3.600 -0.104
H 5.178 -0.682 -2.003 0.122
H -8.294 -1.018 0.464 0.119
H 1.844 0.040 -4.754 0.098
C 1.729 -1.400 0.652 -0.644
C -3.894 3.794 0.687 -0.048
C -4.930 -0.812 0.364 -0.303
H 4.631 0.951 2.613 0.134
N 1.734 1.497 -0.427 0.127
H -2.609 5.493 1.085 0.102
C -6.243 -0.758 -0.078 -0.049
H 3.043 4.544 1.797 0.116
C -7.267 -1.054 0.807 -0.027
C -5.672 -1.445 2.548 -0.030
H 5.117 -4.147 -2.719 0.112
H 3.243 1.850 4.471 0.120
C 2.168 -4.605 -1.124 -0.170
C 0.972 0.445 -4.258 -0.099
N 4.174 -3.300 -0.483 0.090
N -2.548 0.417 0.021 -0.227
O -2.917 -1.713 -1.046 -0.337
C 4.434 3.142 0.962 -0.134
C -0.103 2.241 -3.076 -0.126
H -4.817 4.349 0.784 0.115
C -1.522 3.690 0.705 -0.148
C -4.637 -1.155 1.676 -0.054
H 1.940 2.283 -3.726 0.100
C -8.121 -1.687 3.084 -0.045
H 3.759 -2.693 0.270 0.098
N -1.548 2.389 0.415 0.009
N 5.092 -3.148 -2.622 0.211
C 4.073 3.556 3.415 -0.195
H 3.749 4.292 4.151 0.114
N 3.612 1.933 1.101 -0.080
C -6.999 -1.398 2.128 -0.264
H -2.178 1.912 -2.584 0.096
C 1.025 1.708 -3.688 -0.115
C 3.601 -4.637 -0.597 -0.152
C -3.937 2.449 0.397 -0.002
```

Its HOMO energy is -10.4 eV. As for the spin multiplicity: 1. As for the net charge: +1. As for the energy above the lowest of the compared OMol25 structures with the same formula, charge and spin: 0.0000 eV.


| no. | frontier orbital gap (hartree) | LUMO level (eV) | E (a.u.) |
| --- | --- | --- | --- |
| 1 | 0.3219 | 1.03 | -288.74245 |
| 2 | 0.3295 | -4.01 | -931.84249 |
| 3 | 0.2231 | -6.55 | -4458.32234 |
| 4 | 0.2999 | -2.24 | -2472.63456 |